No. 1
{"formula": "C21H29F4N2OSYb", "method": "ωB97M-V with the def2-TZVPD basis set", "symbols": ["Yb", "C", "N", "C", "C", "C", "N", "C", "C", "F", "C", "F", "C", "C", "F", "C", "F", "H", "H", "H", "H", "H", "H", "H", "H", "H", "H", "H", "C", "C", "C", "C", "C", "C", "C", "C", "C", "H", "H", "H", "H", "H", "H", "H", "H", "H", "H", "H", "H", "C", "S", "C", "O", "H", "H", "H", "H", "H", "H"], "xyz": [[0.03046, 0.35227, 0.41945], [0.19780, -1.20264, 3.61182], [-0.80830, -0.53727, 2.72964], [-1.35665, 0.64335, 3.34789], [-1.75206, -1.38823, 2.05789], [-1.31629, -2.37695, 0.96983], [-0.25804, -1.81001, 0.18127], [0.19294, -2.35390, -0.98654], [1.31237, -1.73156, -1.55275], [1.60094, -0.40995, -1.13532], [2.03888, -2.28644, -2.58786], [3.19014, -1.81558, -3.10799], [1.55470, -3.41121, -3.22983], [0.27567, -3.82362, -2.91265], [-0.45415, -4.60911, -3.78010], [-0.33869, -3.38160, -1.77526], [-1.50826, -3.95481, -1.40092], [-0.24983, -1.95578, 4.25372], [0.66095, -0.40576, 4.19575], [1.01456, -1.63405, 3.01134], [-1.96255, 0.45880, 4.26750], [-1.91689, 1.23357, 2.62061], [-0.52349, 1.32619, 3.61822], [-2.46209, -0.71601, 1.53655], [-2.38090, -1.94699, 2.83488], [-2.21130, -2.56804, 0.32632], [-1.03344, -3.33031, 1.49064], [2.10170, -3.84229, -4.05500], [-2.95234, 3.12577, 0.27616], [-2.16220, 2.31903, -0.71981], [-2.64978, 1.13424, -1.33079], [-1.88480, 0.47274, -2.33076], [-2.42026, -0.63668, -3.17029], [-0.53088, 0.85060, -2.54317], [-0.07886, 2.08046, -2.01769], [1.20405, 2.71439, -2.45468], [-0.85841, 2.75625, -1.04270], [-2.41098, 4.08369, 0.40683], [-3.07767, 2.55970, 1.18480], [-3.93375, 3.33545, -0.09754], [-3.61983, 0.76734, -1.05156], [-2.37500, -1.63491, -2.68376], [-1.84174, -0.61855, -4.11566], [-3.47285, -0.49036, -3.41167], [0.11125, 0.20612, -3.16642], [1.24574, 3.70406, -1.96517], [1.23171, 2.86892, -3.55610], [2.06005, 2.11273, -2.10205], [-0.44348, 3.67090, -0.59713], [3.26512, 2.00057, 3.21302], [2.78473, 1.69334, 1.51504], [4.11765, 0.55342, 1.16083], [1.62409, 0.68556, 1.71348], [3.31517, 1.05623, 3.80819], [2.59339, 2.72064, 3.71214], [4.27038, 2.44948, 3.16872], [5.06409, 0.81711, 1.66442], [4.34178, 0.58994, 0.07868], [3.84546, -0.47029, 1.50551]], "e_above_lowest_ev": 1.312, "homo_energy_ev": [-13.557, -13.556], "spin_multiplicity": 2, "total_charge": 2, "total_energy_ha": -2958.146434}

No. 2
{"formula": "C21H29F9N2O4S", "method": "ωB97M-V with the def2-TZVPD basis set", "symbols": ["C", "C", "C", "C", "C", "N", "C", "C", "N", "C", "C", "S", "O", "O", "C", "F", "F", "C", "F", "F", "C", "F", "F", "C", "F", "F", "F", "H", "H", "H", "H", "H", "H", "H", "H", "H", "C", "C", "O", "C", "C", "H", "H", "H", "H", "H", "H", "H", "H", "H", "H", "C", "C", "O", "C", "C", "H", "H", "H", "H", "H", "H", "H", "H", "H", "H"], "xyz": [[-3.15867, 1.28746, 0.12345], [-2.32892, 1.23622, 1.30084], [-1.64816, -0.12208, 1.88717], [-0.45219, -0.65956, 0.95148], [-1.17186, -1.36021, -0.32732], [-1.70834, -2.13186, -1.09824], [0.54949, -1.70084, 1.66899], [1.04547, -1.18200, 3.12740], [1.64781, -0.63578, 4.03335], [-0.31598, -3.05421, 1.96554], [-0.30993, -4.21856, 1.12989], [2.04671, -2.14697, 0.62547], [2.70991, -3.31891, 1.35113], [1.70812, -2.61817, -0.76313], [3.36799, -0.77925, 0.64669], [2.65278, 0.46704, 0.43808], [3.93683, -0.82262, 1.94701], [4.39884, -1.05756, -0.55716], [4.69231, -2.44166, -0.68788], [3.70393, -0.67449, -1.77126], [5.76082, -0.20951, -0.50781], [5.52690, 1.21464, -0.60731], [6.49528, -0.37354, 0.72915], [6.83313, -0.62457, -1.67234], [6.30781, -0.51088, -2.98218], [7.88267, 0.36642, -1.57190], [7.44073, -1.87042, -1.38017], [-2.77388, 1.91150, -0.77342], [-4.18537, 0.76571, 0.08534], [-2.15381, 2.21111, 1.87811], [-2.47240, -0.94367, 1.86104], [-1.35224, 0.10776, 2.96870], [0.10911, 0.26166, 0.53912], [-0.97522, -3.00834, 2.91849], [-1.32383, -4.61606, 0.74015], [0.66559, -4.78138, 0.90222], [-0.26325, -3.27467, -4.11817], [-1.16552, -4.47274, -4.35694], [-2.54671, -4.14014, -4.41503], [-2.93845, -3.24075, -5.44295], [-2.65544, -3.75890, -6.84232], [-0.56961, -2.73399, -3.21850], [0.77501, -3.59737, -3.99788], [-0.29852, -2.56876, -4.95158], [-1.05080, -5.16920, -3.52223], [-0.86822, -5.01771, -5.25883], [-2.47892, -2.26024, -5.28415], [-4.01695, -3.09899, -5.33344], [-1.58332, -3.86591, -7.02381], [-3.05319, -3.06963, -7.59191], [-3.11190, -4.74174, -6.98946], [-2.26726, 6.66827, 2.23142], [-3.02028, 6.11094, 3.42683], [-2.40240, 4.96721, 4.00290], [-1.08775, 5.14607, 4.51471], [-1.00631, 6.17248, 5.63095], [-2.11037, 5.89148, 1.47787], [-2.82794, 7.49022, 1.77740], [-1.28438, 7.05181, 2.51475], [-4.01280, 5.79253, 3.09775], [-3.17815, 6.88109, 4.18840], [-0.39471, 5.38886, 3.70320], [-0.77591, 4.17507, 4.90864], [-1.25548, 7.17533, 5.27599], [0.00509, 6.20696, 6.04414], [-1.70697, 5.92601, 6.43354]], "e_above_lowest_ev": 8.107, "smiles": "C=CC[C@H](C#N)[C@@](C#N)(C=C)S(=O)(=O)C(F)(F)C(F)(F)C(F)(F)C(F)(F)F.CCOCC.CCOCC", "homo_energy_ev": -8.634, "total_energy_ha": -2524.540377}

No. 3
{"formula": "C21H29N2O", "method": "ωB97M-V with the def2-TZVPD basis set", "symbols": ["C", "O", "C", "C", "C", "C", "C", "N", "C", "C", "C", "C", "H", "H", "H", "H", "H", "H", "H", "H", "H", "H", "H", "H", "H", "H", "C", "C", "C", "C", "C", "C", "C", "C", "C", "N", "C", "C", "H", "H", "H", "H", "H", "H", "H", "H", "H", "H", "H", "H", "H", "H", "H"], "xyz": [[7.12722, -0.74862, 2.44738], [6.42275, 0.48869, 2.69682], [5.08464, 0.51343, 2.45007], [4.41611, 1.73021, 2.70799], [3.05800, 1.85535, 2.49992], [2.29371, 0.76630, 2.01795], [0.83758, 0.82523, 1.84056], [-0.00207, -0.00109, 2.42573], [-1.45193, 0.19286, 2.25161], [0.40844, -1.11039, 3.29169], [2.96999, -0.45229, 1.76319], [4.33368, -0.58251, 1.95314], [8.16841, -0.56030, 2.71924], [6.72547, -1.55956, 3.06699], [7.06721, -1.02487, 1.38785], [5.02117, 2.57378, 3.06640], [2.56617, 2.78747, 2.74712], [0.39683, 1.70520, 1.38982], [-1.98985, -0.62528, 2.76373], [-1.76419, 1.15090, 2.68383], [-1.69014, 0.18903, 1.17822], [-0.46969, -1.48003, 3.81667], [0.83353, -1.93689, 2.70869], [1.15133, -0.80022, 4.04111], [2.40236, -1.31164, 1.40462], [4.83745, -1.52773, 1.70898], [-6.43189, -0.14852, -1.73543], [-6.05021, 0.14355, -3.05042], [-4.75200, 0.59525, -3.32114], [-3.83550, 0.77566, -2.27414], [-2.42880, 1.24818, -2.57565], [-1.47613, 0.09460, -2.85850], [-0.02521, 0.43599, -3.24503], [0.83200, -0.75019, -2.70168], [-0.15187, -1.64423, -1.93641], [-1.28795, -0.74732, -1.64916], [-4.23036, 0.50892, -0.95564], [-5.52321, 0.03917, -0.68912], [-7.44344, -0.50653, -1.52405], [-6.75214, 0.00687, -3.87217], [-4.44080, 0.81430, -4.34446], [-2.44084, 1.90422, -3.45837], [-2.01084, 1.80359, -1.72352], [-1.88451, -0.54868, -3.65523], [0.08849, 0.58394, -4.32476], [0.25126, 1.36232, -2.72291], [1.35106, -1.28097, -3.50526], [1.55951, -0.36715, -1.98353], [-0.49484, -2.47631, -2.58759], [0.26959, -2.07175, -1.01162], [-2.12068, -1.31243, -1.51673], [-3.51750, 0.67098, -0.14478], [-5.80738, -0.19046, 0.33800]], "e_above_lowest_ev": 1.545, "homo_energy_ev": -11.067, "total_charge": 1, "total_energy_ha": -1002.093803}